[1]
Density functional theory data (ωB97M-V/def2-TZVPD) for a structure of composition C35H38ClCsN5O6SSbTe.

```
89
Properties=species:S:1:pos:R:3:lowdin_charge:R:1
Cs 2.15467 0.56650 -0.71313 0.885
C -1.50772 0.27076 5.36705 -0.057
C -1.25915 0.81595 4.08861 -0.133
N -1.40747 0.14695 2.97646 0.150
C -1.83172 -1.14017 3.03510 -0.162
C -2.15828 -1.76481 4.26690 -0.198
C -1.96324 -1.01064 5.44712 -0.052
C -2.64464 -3.09310 4.29734 -0.106
C -2.80600 -3.75943 3.10835 -0.122
C -2.49115 -3.16551 1.88106 -0.051
C -1.97210 -1.86732 1.78436 -0.253
N -1.54962 -1.31669 0.62854 0.119
C -2.28668 -1.38987 -0.48176 -0.277
C -3.69628 -1.45258 -0.49763 -0.064
C -4.43884 -1.31555 -1.67038 -0.129
C -3.84136 -1.14136 -2.89633 -0.115
C -2.42943 -1.13852 -2.96107 -0.201
C -1.73979 -0.96975 -4.18605 -0.037
C -0.37931 -1.02488 -4.21680 -0.060
C 0.30097 -1.26833 -3.00835 -0.227
N -0.28962 -1.38099 -1.84431 0.082
C -1.64391 -1.29814 -1.78846 -0.203
H -1.33617 0.87281 6.25107 0.095
H -0.93221 1.84776 4.00152 0.082
H -2.17765 -1.47597 6.40474 0.102
H -2.88069 -3.55505 5.24968 0.090
H -3.17900 -4.77933 3.10747 0.088
H -2.62109 -3.73269 0.96725 0.104
H -4.21620 -1.54476 0.44785 0.100
H -5.52248 -1.32626 -1.59771 0.089
H -4.41853 -1.00809 -3.80399 0.088
H -2.31674 -0.78896 -5.08732 0.106
H 0.18962 -0.86754 -5.12357 0.103
H 1.38374 -1.35115 -3.02796 0.061
C 0.54170 -3.46222 6.51259 -0.060
C 1.24676 -2.45214 5.64699 -0.280
C 0.98901 -2.39820 4.27911 -0.035
C 1.57968 -1.43369 3.48388 -0.058
C 2.46528 -0.52368 4.05038 -0.263
C 2.74770 -0.57049 5.40410 -0.059
C 2.13191 -1.53214 6.19770 -0.055
S 3.19522 0.69604 2.97924 0.523
O 3.85451 -0.06912 1.92944 -0.434
O 4.06692 1.50822 3.80931 -0.344
N 1.97550 1.42251 2.32151 -0.175
C 1.32031 2.50738 2.81800 -0.413
C 1.54036 3.09677 4.08633 -0.039
C 0.77471 4.17061 4.47597 -0.112
C -0.20199 4.67328 3.62569 -0.113
C -0.33916 4.05103 2.39507 -0.185
N 0.38014 3.01274 1.98782 0.116
H -0.01836 -4.17062 5.90193 0.069
H -0.16925 -2.97181 7.18286 0.069
H 1.24633 -4.02176 7.13260 0.070
H 0.29031 -3.09938 3.83648 0.113
H 1.34100 -1.37250 2.42827 0.098
H 3.44220 0.14599 5.82323 0.103
H 2.34212 -1.56160 7.26236 0.103
H 2.31202 2.70348 4.73059 0.087
H 0.93822 4.61813 5.45093 0.094
H -0.82756 5.51414 3.89410 0.081
H -1.08861 4.40480 1.69234 0.084
O 3.22428 2.62440 -2.77937 -0.465
Cl 3.27148 1.87275 -4.01722 0.615
O 4.64453 1.62793 -4.38238 -0.366
O 2.59807 2.60017 -5.05973 -0.358
O 2.59814 0.59931 -3.79758 -0.477
C 2.25697 -4.56725 -1.28274 -0.480
Te 3.19577 -3.42325 0.25557 1.105
C 4.41559 -2.30686 -1.09976 -0.489
H 1.64745 -3.91086 -1.89997 -0.018
H 1.61238 -5.30194 -0.80433 -0.013
H 3.00535 -5.07824 -1.88448 -0.009
H 5.23169 -2.91750 -1.47644 -0.008
H 4.81545 -1.46526 -0.53664 -0.017
H 3.80958 -1.95164 -1.93148 -0.018
C -3.16359 2.71249 -2.69858 -0.347
Sb -1.49705 2.27624 -1.39372 1.282
C -0.96943 4.35571 -1.17488 -0.360
C -2.73501 2.12116 0.34302 -0.333
H -3.75034 3.52345 -2.26215 -0.007
H -3.78578 1.82112 -2.78848 -0.021
H -2.81964 3.00654 -3.69047 -0.010
H -1.83970 4.92975 -0.84859 -0.006
H -0.61918 4.74159 -2.13285 -0.008
H -0.16649 4.45604 -0.44628 -0.026
H -3.23252 3.07782 0.51890 -0.003
H -2.13346 1.82115 1.19942 -0.034
H -3.47866 1.34508 0.15541 -0.010
```

As for the energy: -3468.3795 hartree. For the orbital gap, the calculation gives 5.15 eV. For the maximum force, the calculation gives 0.462 eV Å⁻¹. The LUMO energy is 3.63 eV. Its HOMO energy is -0.0558 Ha. As for the charge: -2.

---

[2]
Density functional theory data (ωB97M-V/def2-TZVPD) for a structure of composition C35H38CuNO8S.

```
84
Properties=species:S:1:pos:R:3:lowdin_spin:R:1
Cu -0.52314 0.36723 -0.04993 0.769
O -1.59256 3.98641 4.69359 0.000
C -1.31294 3.24250 3.78488 0.001
C -1.64189 1.76971 3.69284 0.000
O -2.08434 1.07628 4.59025 -0.003
C -1.28704 1.38327 2.33036 0.002
C -0.73598 2.47367 1.62607 0.008
O -0.32976 2.35355 0.41374 0.069
C -0.58007 3.62031 2.51618 0.004
O 0.03493 4.65501 2.32509 0.002
O -1.43247 0.23753 1.77137 0.047
O 1.73467 0.34236 0.44975 -0.002
S 2.33079 1.56656 1.06660 0.000
C 3.46684 0.90996 2.32094 0.000
C 3.80029 1.70670 3.40507 0.000
C 4.60691 1.18511 4.40641 0.000
C 5.05614 -0.12489 4.32121 0.000
C 4.69912 -0.92029 3.23932 0.000
C 3.89570 -0.40323 2.23538 0.000
C 3.64419 2.03811 -0.09091 0.000
C 4.58347 2.99902 0.25183 0.000
C 5.56346 3.34310 -0.66457 0.000
C 5.58891 2.73872 -1.91559 0.000
C 4.62459 1.80253 -2.25808 0.000
C 3.64263 1.45016 -1.34303 0.000
H 3.41693 2.71967 3.46659 0.000
H 4.86966 1.79540 5.26071 0.000
H 5.67465 -0.53445 5.11005 0.000
H 5.04143 -1.94589 3.18525 0.000
H 3.58120 -1.00157 1.38890 0.000
H 4.54932 3.46777 1.22760 0.000
H 6.30857 4.08428 -0.40540 0.000
H 6.36078 3.00488 -2.62679 0.000
H 4.63536 1.34851 -3.24064 0.000
H 2.87070 0.72691 -1.57738 0.000
O -0.41486 -1.75454 0.27467 0.035
C -1.39595 -2.47980 0.31351 0.002
C -2.81497 -2.04198 0.07254 0.000
C -3.65432 -2.49577 1.29251 0.000
C -2.88906 -2.47401 2.63807 0.000
C -2.10390 -3.75104 2.99165 0.000
C -0.86847 -3.97063 2.10787 0.000
N -1.26116 -3.80398 0.70253 0.001
H -3.19623 -2.45307 -0.86623 0.000
H -2.81704 -0.95664 -0.01076 0.000
H -4.06727 -3.49539 1.11891 0.000
H -4.50230 -1.81476 1.37427 0.000
H -3.61545 -2.30908 3.43531 0.000
H -2.21872 -1.61189 2.64605 0.000
H -2.76258 -4.62368 2.89881 0.000
H -1.79012 -3.69040 4.03676 0.000
H -0.44816 -4.96729 2.25229 0.000
H -0.09921 -3.23068 2.32586 0.000
H -2.10845 -4.32587 0.52303 0.000
C -2.20066 2.87656 -2.24961 0.000
C -3.24553 1.78567 -1.98740 0.001
C -3.54378 1.64907 -0.48519 0.000
C -2.89323 0.43389 -2.59564 0.007
C -3.93550 -0.29152 -3.15933 -0.001
C -3.72725 -1.49599 -3.81021 0.009
C -2.42265 -1.92782 -3.99130 -0.001
C -1.34429 -1.24604 -3.44767 0.008
C 0.05517 -1.68797 -3.86152 0.001
C 0.89179 -2.28287 -2.72954 0.000
C 0.81489 -0.52190 -4.50814 0.001
C -1.57228 -0.10382 -2.61843 0.002
O -0.56426 0.44304 -1.96320 0.039
H -2.63229 3.86197 -2.05777 0.000
H -1.86524 2.83933 -3.28821 0.000
H -1.33794 2.75074 -1.60702 0.000
H -4.16993 2.10407 -2.48149 0.000
H -2.76759 1.05896 0.00182 -0.001
H -4.50211 1.15175 -0.32171 0.000
H -3.56866 2.62753 -0.00105 0.000
H -4.94284 0.10959 -3.09830 0.000
H -4.55785 -2.05543 -4.22354 0.001
H -2.23394 -2.81225 -4.59263 0.000
H -0.07784 -2.47046 -4.61700 0.000
H 1.06665 -1.54419 -1.95446 0.000
H 1.85652 -2.62397 -3.11598 0.000
H 0.38890 -3.14041 -2.27793 0.000
H 0.93343 0.27605 -3.77745 0.000
H 0.26372 -0.13195 -5.36622 0.000
H 1.80180 -0.84602 -4.84918 0.000
```

As for the energy: -4051.9310 hartree. For the orbital gap (alpha / beta), the calculation gives 6.90 / 6.62 eV. For the maximum force, the calculation gives 0.845 eV Å⁻¹. The LUMO energy (alpha / beta) is 2.39 / 2.14 eV. As for the expectation value of S²: 0.75. Its HOMO energy (alpha / beta) is -0.1660 / -0.1649 Ha. As for the charge: -1. Its multiplicity is 2.